{"formula": "C5H13NO2", "method": "wB97M-V/def2-TZVPD", "symbols": ["C", "C", "C", "N", "C", "C", "O", "O", "H", "H", "H", "H", "H", "H", "H", "H", "H", "H", "H", "H", "H"], "xyz": [[-0.0301, -0.9083, -1.5527], [-0.2372, -0.7777, -0.0553], [-1.6988, -0.6396, 0.3268], [0.3438, -2.1358, 0.6553], [0.7086, 0.1346, 0.6438], [0.2638, 1.6937, 0.1659], [0.8988, 2.0860, -1.0157], [0.6551, 2.5033, 1.2464], [-0.5663, -1.7847, -1.9091], [1.0237, -1.0350, -1.7945], [-0.3924, -0.0186, -2.0651], [-2.1672, 0.1622, -0.2418], [-2.2100, -1.5723, 0.0987], [-1.8084, -0.4113, 1.3848], [0.1031, -2.2487, 1.6342], [1.2636, -2.4408, 0.3553], [1.7443, 0.0229, 0.3263], [0.5863, 0.1513, 1.7243], [-0.8016, 1.8575, -0.0408], [1.8479, 1.9343, -0.9171], [0.4732, 3.4271, 1.0301]], "lowdin_charge": [-0.044, -0.565, -0.047, 0.029, -0.084, -0.420, -0.012, -0.022, 0.083, 0.083, 0.083, 0.078, 0.085, 0.087, 0.052, 0.052, 0.115, 0.112, 0.138, 0.100, 0.096], "energy_ha": -403.507601, "fmax_ev_per_a": 5.58, "de_lowest_kcal_mol": 43.3}